DFT (ωB97M-V/def2-TZVPD) results for C3H7O2Y as an isolated structure in a non-equilibrium geometry.

```
13
Properties=species:S:1:pos:R:3:forces:R:3:lowdin_spin:R:1
H -3.02440 0.76174 0.50418 -0.30 -0.61 0.68 0.00
H -0.89101 -2.34202 -0.07301 -0.94 0.08 1.80 0.00
Y 1.73210 0.78548 -1.91205 -0.02 -2.43 2.86 0.84
H -3.07443 -1.11977 0.87841 -0.35 0.82 0.26 0.00
C -2.67156 -0.25917 0.31906 -0.20 -0.26 -0.64 0.00
C 0.82489 -1.28867 0.45569 0.00 -1.49 -0.11 0.01
O 1.74640 -0.61220 -0.31200 0.98 3.36 -3.45 0.11
H 0.85386 -0.91719 1.50049 -0.55 0.06 -0.62 0.00
H 1.12863 -2.35217 0.54141 0.13 0.47 -0.19 0.00
H -2.96675 -0.45310 -0.72594 0.37 -0.04 -0.14 0.00
O -1.27695 -0.22795 0.50109 0.13 -0.25 0.31 0.01
C -0.58262 -1.28437 -0.12504 -1.16 -0.47 0.31 0.02
H -1.00842 -1.26809 -1.14839 1.91 0.77 -1.08 0.01
```
Forces are in eV/Å.

Summary:
Multiplicity   2
Total charge   +1
Frontier orbital gap (spin up / spin down)   6.652 / 7.118 eV
ΔE to the lowest compared entry with this formula, charge and spin   13.2 kcal/mol